1.
{
  "formula": "C23H38Cl2LaN3O4",
  "method": "the ωB97M-V functional and the def2-TZVPD basis",
  "lumo_energy_ha": 0.0070,
  "energy_ev": -63039.6934,
  "total_charge": 0,
  "spin_multiplicity": 1,
  "species": ["O", "C", "C", "C", "H", "C", "H", "C", "H", "C", "H", "C", "H", "H", "C", "C", "H", "H", "H", "C", "C", "H", "H", "H", "H", "La", "Cl", "Cl", "H", "H", "C", "C", "N", "H", "C", "O", "H", "H", "H", "H", "H", "H", "C", "C", "N", "H", "C", "O", "H", "H", "H", "H", "O", "C", "C", "C", "C", "C", "C", "N", "H", "H", "H", "H", "H", "H", "H", "H", "H", "H", "H"],
  "positions_angstrom": [[0.00971, 0.16006, -1.95053], [-0.82597, 0.36741, -3.02347], [-0.49097, 1.67562, -3.76090], [0.30492, 2.65315, -3.15784], [0.67626, 2.48816, -2.14156], [0.57982, 3.84994, -3.82589], [1.23183, 4.57994, -3.34398], [-0.00264, 4.10722, -5.06966], [0.18623, 5.05666, -5.57649], [-0.82880, 3.14525, -5.65971], [-1.31422, 3.34842, -6.61579], [-1.03937, 1.91996, -5.02599], [-1.66505, 1.14651, -5.48182], [-0.71214, -0.45877, -3.74996], [-2.84348, -1.06054, -2.26115], [-2.28443, 0.30419, -2.54370], [-3.93956, -1.05482, -2.36162], [-2.62245, -1.38127, -1.22652], [-2.41103, -1.80212, -2.94832], [-2.92822, 1.43939, -2.23115], [-4.28852, 1.54006, -1.63158], [-2.42631, 2.39830, -2.38420], [-4.98630, 2.02055, -2.33307], [-4.23573, 2.17786, -0.74081], [-4.70898, 0.57307, -1.32773], [-0.04370, 0.13681, 0.37650], [0.80977, 2.69266, 0.49860], [-2.64099, 0.53902, 1.21531], [4.74925, 1.35909, -2.80531], [5.02026, 1.73426, -0.17292], [3.67769, 1.43985, -2.55687], [3.93187, 1.61296, -0.07523], [3.41560, 0.88722, -1.23211], [3.08932, 0.88524, -3.29837], [2.87484, -0.32884, -1.10308], [2.31138, -0.73664, -0.05093], [3.68143, 1.05464, 0.82738], [2.92346, -0.95694, -2.01054], [3.38590, 2.50121, -2.58460], [3.45250, 2.59711, -0.02813], [-0.52729, -5.55532, 0.60360], [1.31673, -5.83496, -1.37202], [-1.03483, -4.98000, -0.18124], [0.74734, -5.07246, -1.92211], [-0.06135, -4.27595, -1.00702], [-1.70104, -4.25141, 0.28244], [0.17329, -2.98915, -0.79308], [-0.52011, -2.28833, -0.00266], [1.44315, -4.41428, -2.45556], [1.01844, -2.54687, -1.34645], [-1.59345, -5.67112, -0.81650], [0.09339, -5.57689, -2.64531], [0.59750, -0.52021, 2.67111], [0.04760, -0.48151, 3.80551], [0.84221, -0.76755, 5.06008], [1.02214, 0.49908, 5.89264], [-0.16101, 0.73526, 6.83584], [-1.43738, 1.12180, 6.09596], [-1.98282, 0.01165, 5.19573], [-1.24151, -0.17632, 3.94299], [0.30499, -1.53380, 5.63501], [1.81250, -1.16321, 4.73808], [1.94431, 0.41061, 6.47967], [1.15351, 1.37536, 5.23782], [-0.34529, -0.17960, 7.41959], [0.09620, 1.54237, 7.53230], [-2.22163, 1.36957, 6.82420], [-1.26276, 2.02206, 5.49027], [-2.02896, -0.93770, 5.75713], [-2.99784, 0.27640, 4.88859], [-1.78928, -0.02869, 3.07042]]
}


2.
{
  "formula": "C23H38Cl2N7O6P2V",
  "method": "the ωB97M-V functional and the def2-TZVPD basis",
  "lumo_energy_ha": [-0.2183, -0.1903],
  "energy_ev": -116491.0680,
  "total_charge": 2,
  "spin_multiplicity": 3,
  "species": ["V", "C", "N", "C", "P", "O", "O", "P", "O", "N", "C", "C", "N", "C", "C", "N", "C", "C", "H", "H", "H", "H", "H", "H", "H", "H", "H", "H", "H", "H", "H", "H", "H", "H", "H", "H", "H", "H", "H", "H", "H", "H", "O", "C", "C", "C", "C", "C", "C", "N", "H", "H", "H", "H", "H", "H", "H", "N", "C", "N", "C", "C", "C", "C", "C", "C", "H", "H", "H", "H", "H", "H", "Cl", "C", "Cl", "C", "O", "O", "H"],
  "positions_angstrom": [[0.00946, -0.19733, 0.06941], [-0.02342, 4.19225, 2.57033], [0.16786, 2.75652, 2.77070], [-0.52620, 2.22309, 3.94421], [1.34081, 1.85324, 2.10930], [0.87033, 0.47115, 1.70860], [1.77378, 2.66969, 0.79256], [1.09276, 2.68854, -0.68147], [-0.01497, 1.65743, -0.68429], [0.44154, 4.12985, -1.00056], [-0.99439, 4.39902, -0.92119], [1.26344, 5.31552, -1.25306], [2.37920, 2.48904, -1.63197], [2.21841, 2.64160, -3.08209], [3.64286, 1.85584, -1.25052], [2.61089, 1.71279, 3.08991], [3.65749, 0.71357, 2.83249], [3.03713, 2.82238, 3.94626], [0.28738, 4.74904, 3.45762], [-1.08070, 4.39213, 2.39060], [0.55047, 4.54413, 1.71789], [-0.20222, 2.73418, 4.85379], [-0.32221, 1.15919, 4.05657], [-1.60132, 2.36790, 3.82471], [-1.54034, 3.49502, -0.66992], [-1.34905, 4.77329, -1.88272], [-1.19210, 5.15866, -0.16234], [2.31393, 5.04671, -1.32686], [1.14107, 6.04050, -0.44582], [0.95263, 5.78183, -2.18870], [1.28785, 3.15459, -3.31864], [2.21361, 1.66157, -3.56207], [3.04769, 3.22951, -3.47628], [3.67323, 1.64698, -0.18607], [4.46827, 2.52296, -1.50283], [3.76756, 0.92217, -1.79889], [3.29460, -0.05741, 2.15662], [3.94831, 0.25601, 3.77770], [4.53599, 1.19131, 2.39276], [2.20429, 3.48904, 4.15886], [3.83938, 3.39406, 3.47545], [3.40168, 2.41755, 4.88959], [-1.08832, -1.10243, -1.49031], [-1.67070, -2.37348, -1.12164], [-0.90721, -3.00413, 0.01980], [-1.06209, -4.34426, 0.32826], [-0.33362, -4.87069, 1.38196], [0.53075, -4.04754, 2.09184], [0.62996, -2.72165, 1.72622], [-0.08656, -2.20788, 0.71431], [-0.59140, -1.21578, -2.31290], [-1.66111, -3.03477, -1.98659], [-2.70782, -2.17881, -0.84545], [-1.72743, -4.96369, -0.25811], [-0.42808, -5.91738, 1.63836], [1.12760, -4.42694, 2.90816], [1.30059, -2.03553, 2.22522], [-3.51251, -0.02677, 2.46349], [-2.25777, -0.37502, 2.14705], [-1.91002, 0.03482, 0.94531], [-3.02955, 0.69948, 0.43047], [-3.23719, 1.30941, -0.80819], [-4.47445, 1.87741, -1.02619], [-5.48718, 1.84701, -0.05137], [-5.29595, 1.24145, 1.17179], [-4.04524, 0.66846, 1.38345], [-3.98440, -0.25545, 3.32358], [-1.61819, -0.93167, 2.81433], [-2.46185, 1.32917, -1.56064], [-4.67866, 2.35518, -1.97480], [-6.44207, 2.30436, -0.27042], [-6.07770, 1.20925, 1.91796], [1.69003, -3.51855, -2.11083], [2.96457, -2.28263, -1.90401], [3.22635, -1.39069, -3.39927], [2.51709, -1.39575, -0.74510], [3.03998, -1.51297, 0.33979], [1.53773, -0.58172, -1.03010], [3.88072, -2.80148, -1.64729]]
}